8
Properties=species:S:1:pos:R:3 method="wB97M-V/def2-TZVPD" relative_energy_kj_mol=47.7 smiles="FNC(F)=[N+](F)F" e_tot_ev=-14887.253 total_charge=+1 molar_mass_da=117.0 lumo_energy_ev=-5.8 homo_ev=-17.004
C 0.33 -0.05 0.20
N 0.28 1.18 -0.23
N -0.57 -1.11 0.09
F 1.23 -0.12 1.15
F -0.29 1.74 -1.32
F -0.31 -2.29 0.61
F -1.47 -1.17 -0.84
H 0.81 1.83 0.35